1.
DFT (ωB97M-V/def2-TZVPD) results for C41H29BiFIN2O8Te as an isolated structure.

Atoms and positions in Å:
Bi: -0.03 -1.10 -0.87
O: 2.16 -1.21 -1.57
C: 3.23 -1.35 -0.86
C: 4.46 -0.82 -1.34
C: 5.62 -0.91 -0.60
C: 5.64 -1.54 0.64
C: 4.47 -2.12 1.10
C: 3.27 -2.05 0.38
C: 2.16 -2.80 0.90
N: 0.96 -2.81 0.45
N: 0.11 -3.75 1.01
C: -1.06 -3.72 0.43
O: -1.43 -2.95 -0.52
C: -2.08 -4.70 0.94
C: -3.21 -4.95 0.17
C: -4.19 -5.82 0.64
C: -4.05 -6.42 1.88
C: -2.92 -6.17 2.65
C: -1.94 -5.31 2.18
H: 4.43 -0.33 -2.30
H: 6.53 -0.47 -1.00
H: 6.55 -1.59 1.23
H: 4.47 -2.64 2.05
H: 2.36 -3.50 1.71
H: -3.30 -4.45 -0.78
H: -5.07 -6.01 0.04
H: -4.83 -7.08 2.26
H: -2.81 -6.63 3.62
H: -1.05 -5.10 2.76
Te: -1.35 1.14 -3.09
C: -1.70 3.11 -3.82
C: -2.13 3.32 -5.13
C: -2.35 4.61 -5.60
C: -2.13 5.70 -4.77
C: -1.70 5.50 -3.47
C: -1.48 4.21 -3.00
C: 0.67 1.16 -3.71
C: 1.10 0.44 -4.82
C: 2.43 0.46 -5.19
C: 3.35 1.21 -4.46
C: 2.93 1.91 -3.34
C: 1.59 1.89 -2.96
H: -2.30 2.47 -5.77
H: -2.69 4.76 -6.62
H: -2.30 6.71 -5.14
H: -1.53 6.35 -2.82
H: -1.14 4.05 -1.98
H: 0.39 -0.17 -5.37
H: 2.77 -0.11 -6.05
H: 4.39 1.21 -4.74
H: 3.64 2.46 -2.74
H: 1.26 2.40 -2.06
I: -7.63 -2.05 4.43
C: -6.00 -1.58 3.20
C: -6.24 -1.01 1.96
C: -5.15 -0.70 1.15
C: -3.85 -0.95 1.57
C: -3.64 -1.52 2.82
C: -4.71 -1.84 3.64
C: -2.67 -0.62 0.66
O: -2.93 -0.27 -0.50
O: -1.53 -0.78 1.17
H: -7.25 -0.82 1.62
H: -5.29 -0.27 0.16
H: -2.62 -1.70 3.13
H: -4.55 -2.29 4.61
O: 0.53 2.12 0.14
C: 1.21 1.40 0.88
O: 1.37 0.15 0.81
C: 1.99 2.08 2.01
C: 3.09 1.45 2.57
C: 3.83 2.05 3.59
C: 3.41 3.28 4.02
O: 3.95 4.08 5.01
C: 3.22 5.30 4.96
O: 2.11 5.13 4.09
C: 2.31 3.91 3.46
C: 1.58 3.34 2.45
H: 3.36 0.47 2.19
H: 4.70 1.57 4.03
H: 3.87 6.10 4.57
H: 2.86 5.55 5.96
H: 0.73 3.82 1.99
F: -0.24 -1.89 -2.85

Calculated values
Frontier orbital gap: 5.676 eV
Total energy: -86302.7672 eV
HOMO level: -2.3731 eV
E_LUMO: 3.3 eV
Net charge: -2
F_max: 0.010 Eh/bohr
Energy above the lowest of the compared OMol25 structures with the same formula, charge and spin: 59.3 kJ/mol

2.
DFT (ωB97M-V/def2-TZVPD) results for C35H68BHfN8Te as an isolated structure.

Atoms and positions in Å:
Hf: 11.27 -12.89 8.82
C: 14.37 -9.22 6.87
C: 13.07 -9.54 7.61
C: 12.23 -8.25 7.73
C: 13.39 -10.17 8.90
C: 14.29 -9.81 9.93
C: 14.51 -10.94 10.68
C: 15.48 -10.98 11.84
C: 14.67 -10.68 13.11
C: 16.45 -12.15 11.80
N: 13.74 -11.91 10.21
N: 13.01 -11.43 9.13
B: 13.38 -13.32 10.66
N: 11.81 -13.34 11.08
N: 11.00 -12.20 10.84
C: 10.18 -12.00 11.89
C: 10.43 -13.00 12.87
C: 11.36 -13.89 12.33
C: 11.90 -15.13 13.02
C: 13.31 -15.15 13.63
C: 11.83 -16.26 11.94
C: 9.44 -10.74 12.03
C: 7.95 -11.00 12.51
C: 9.55 -9.81 10.79
N: 13.46 -14.27 9.32
N: 12.25 -14.82 8.80
C: 12.65 -15.80 7.94
C: 14.00 -15.82 7.81
C: 14.50 -14.93 8.72
C: 15.90 -14.69 9.07
C: 16.87 -15.22 8.04
C: 16.29 -15.45 10.34
C: 11.73 -16.86 7.31
C: 12.32 -18.20 7.68
C: 10.32 -16.86 7.72
H: 14.17 -9.02 5.85
H: 15.19 -9.95 6.97
H: 14.82 -8.35 7.30
H: 12.47 -10.27 6.95
H: 12.45 -7.71 8.65
H: 11.12 -8.40 7.71
H: 12.39 -7.58 6.85
H: 14.83 -8.86 10.08
H: 16.06 -10.03 11.67
H: 13.96 -11.52 13.32
H: 14.09 -9.78 13.00
H: 15.30 -10.60 13.96
H: 15.91 -13.04 11.95
H: 17.24 -12.08 12.56
H: 16.91 -12.27 10.81
H: 13.93 -13.75 11.64
H: 9.90 -13.12 13.77
H: 11.18 -15.38 13.84
H: 14.12 -14.96 12.87
H: 13.42 -16.17 13.98
H: 13.47 -14.55 14.52
H: 12.68 -16.12 11.27
H: 10.91 -16.18 11.36
H: 11.97 -17.25 12.32
H: 9.99 -10.18 12.82
H: 7.57 -11.95 12.13
H: 7.27 -10.22 12.15
H: 7.91 -11.08 13.60
H: 9.18 -10.25 9.85
H: 10.62 -9.46 10.67
H: 8.92 -8.93 11.04
H: 14.53 -16.50 7.17
H: 16.01 -13.58 9.24
H: 16.72 -16.32 7.74
H: 17.85 -15.12 8.41
H: 16.86 -14.60 7.14
H: 16.20 -16.52 10.11
H: 15.72 -15.29 11.26
H: 17.36 -15.33 10.46
H: 11.85 -16.72 6.26
H: 12.16 -18.42 8.77
H: 13.35 -18.35 7.44
H: 11.80 -18.96 7.19
H: 10.26 -16.81 8.79
H: 9.77 -17.76 7.35
H: 9.78 -15.94 7.40
C: 11.89 -13.04 6.06
N: 10.49 -12.78 6.58
C: 9.44 -13.66 5.94
C: 10.17 -11.34 6.47
C: 10.66 -10.60 5.19
N: 10.42 -11.25 3.95
C: 9.38 -10.48 3.17
C: 11.62 -11.34 3.03
H: 11.91 -12.90 4.97
H: 12.07 -14.08 6.22
H: 12.62 -12.33 6.52
H: 9.68 -14.74 5.86
H: 9.25 -13.17 4.95
H: 8.51 -13.60 6.51
H: 10.69 -10.79 7.22
H: 9.11 -11.31 6.63
H: 11.75 -10.50 5.26
H: 10.21 -9.55 5.23
H: 9.13 -11.03 2.29
H: 9.80 -9.54 2.86
H: 8.51 -10.23 3.79
H: 11.86 -10.39 2.54
H: 11.39 -12.08 2.25
H: 12.51 -11.71 3.54
C: 7.42 -15.33 8.62
Te: 8.63 -13.95 9.73
C: 7.53 -12.21 9.16
H: 7.26 -14.97 7.60
H: 6.51 -15.49 9.12
H: 7.90 -16.32 8.61
H: 6.67 -12.55 8.64
H: 8.15 -11.57 8.50
H: 7.15 -11.62 9.96

Calculated values
Frontier orbital gap: 6.963 eV
Total energy: -58572.4246 eV
HOMO level: -16.0853 eV
E_LUMO: -9.1 eV
Net charge: +3
F_max: 0.049 Eh/bohr

3.
DFT (ωB97M-V/def2-TZVPD) results for C26H17BrCl2FeN2OS as an isolated structure.

Atoms and positions in Å:
Fe: 0.48 -0.57 0.33
C: 1.86 1.89 3.48
C: 1.55 3.15 2.98
C: 0.94 3.27 1.75
C: 0.64 2.12 1.01
C: 0.98 0.88 1.51
C: 1.58 0.74 2.75
C: -0.09 2.11 -0.25
C: -0.41 3.26 -1.00
C: -1.11 3.12 -2.15
C: -1.56 1.85 -2.56
C: -2.35 1.67 -3.72
C: -2.82 0.43 -4.05
C: -2.54 -0.67 -3.21
C: -1.77 -0.53 -2.09
C: -1.24 0.74 -1.76
N: -0.45 0.90 -0.63
H: 2.33 1.80 4.45
H: 1.78 4.04 3.56
H: 0.68 4.25 1.37
H: 1.82 -0.22 3.17
H: -0.08 4.23 -0.66
H: -1.34 3.99 -2.76
H: -2.57 2.53 -4.34
H: -3.42 0.30 -4.94
H: -2.94 -1.64 -3.47
H: -1.57 -1.38 -1.47
O: -4.77 -1.22 3.49
C: -3.62 -0.96 2.86
C: -3.12 0.33 2.67
C: -1.93 0.49 2.01
N: -1.22 -0.55 1.53
C: -1.72 -1.76 1.73
Br: -0.65 -3.12 1.02
C: -2.90 -2.05 2.38
H: -5.20 -0.41 3.79
H: -3.65 1.20 3.04
H: -1.51 1.47 1.86
H: -3.26 -3.06 2.51
Cl: 2.60 -1.41 1.13
C: 3.32 -2.21 -0.26
C: 4.43 -3.00 -0.08
C: 4.98 -3.59 -1.20
C: 4.41 -3.39 -2.45
C: 3.28 -2.59 -2.58
Cl: 2.59 -2.36 -4.15
C: 2.71 -1.96 -1.47
S: 1.31 -0.90 -1.62
H: 4.86 -3.14 0.90
H: 5.86 -4.22 -1.11
H: 4.82 -3.85 -3.33

Calculated values
Frontier orbital gap (alpha / beta): 7.428 / 7.455 eV
Total energy: -172570.1636 eV
Spin multiplicity: 2
HOMO level (alpha / beta): -10.7602 / -10.8135 eV
E_LUMO (alpha / beta): -3.3 / -3.4 eV
Expectation value of S²: 0.813
Net charge: +1
F_max: 0.024 Eh/bohr

4.
DFT (ωB97M-V/def2-TZVPD) results for a 2-piece molecular cluster, C3H6FNO2S overall.

Atoms and positions in Å:
C: 0.97 -0.29 0.68
C: 0.36 -0.81 -0.36
C: -3.21 -0.10 -0.40
N: -0.04 -0.23 -1.56
O: 1.34 1.04 0.63
O: 1.37 -1.05 1.82
F: -3.10 -1.47 -0.01
S: -3.04 0.40 -1.89
H: 0.22 -1.89 -0.14
H: -3.46 0.36 0.53
H: 0.47 0.70 -1.73
H: 1.20 1.35 1.55
H: -0.07 -0.85 -2.41
H: 1.55 -0.51 2.54

Calculated values
Frontier orbital gap (alpha / beta): 6.880 / 4.726 eV
Total energy: -22340.6792 eV
Spin multiplicity: 3
HOMO level (alpha / beta): -6.5104 / -7.6038 eV
E_LUMO (alpha / beta): 0.4 / -2.9 eV
Expectation value of S²: 2.007
F_max: 0.117 Eh/bohr
Energy above the lowest of the compared OMol25 structures with the same formula, charge and spin: 0.0 kJ/mol

5.
DFT (ωB97M-V/def2-TZVPD) results for C19H19F2N4O4PdS3 as an isolated structure.

Atoms and positions in Å:
Pd: 0.20 0.26 0.48
F: -4.46 -0.25 2.99
C: -3.24 -0.73 2.78
C: -2.40 -0.04 1.92
C: -1.15 -0.57 1.71
C: -0.69 -1.72 2.33
C: -1.59 -2.36 3.19
F: -1.21 -3.48 3.82
C: -2.86 -1.90 3.42
C: 0.71 -2.09 2.10
C: 1.43 -3.09 2.74
C: 2.79 -3.21 2.49
C: 3.41 -2.33 1.63
C: 2.65 -1.36 1.01
N: 1.34 -1.26 1.23
H: -2.73 0.90 1.49
H: -3.53 -2.42 4.09
H: 0.94 -3.76 3.43
H: 3.35 -3.99 2.98
H: 4.47 -2.38 1.43
H: 3.08 -0.64 0.32
C: 3.51 3.28 -2.95
C: 2.91 2.00 -2.48
C: 2.94 0.72 -3.01
C: 2.18 -0.07 -2.14
N: 1.72 0.69 -1.13
N: 2.16 1.93 -1.38
C: 1.93 -1.54 -2.28
H: 4.41 3.08 -3.53
H: 3.78 3.92 -2.11
H: 2.81 3.83 -3.58
H: 3.45 0.40 -3.90
H: 1.99 2.63 -0.64
H: 2.83 -2.03 -2.63
H: 1.14 -1.74 -3.00
H: 1.65 -2.00 -1.33
S: -1.01 -0.94 -1.09
C: -2.49 -0.13 -1.33
N: -2.78 1.11 -1.09
C: -4.17 1.51 -1.33
C: -4.71 0.51 -2.35
S: -3.79 -1.03 -2.03
H: -2.07 1.74 -0.68
H: -4.20 2.53 -1.69
H: -4.72 1.45 -0.38
H: -4.52 0.83 -3.37
H: -5.77 0.32 -2.22
O: -0.67 3.97 1.50
S: 0.09 2.79 1.30
O: -0.58 2.04 0.04
O: 1.49 2.97 0.95
O: -0.02 1.68 2.31

Calculated values
Frontier orbital gap: 6.643 eV
Total energy: -75575.9116 eV
HOMO level: -12.1180 eV
E_LUMO: -5.5 eV
Net charge: +1
F_max: 0.017 Eh/bohr
Energy above the lowest of the compared OMol25 structures with the same formula, charge and spin: 44.7 kJ/mol

6.
DFT (ωB97M-V/def2-TZVPD) results for C27H24HfN7O4S6 as an isolated structure.

Atoms and positions in Å:
Hf: -0.05 -0.78 -0.01
O: 5.31 -3.16 -2.54
C: 4.17 -3.03 -2.22
S: 3.45 -3.72 -0.75
C: 1.85 -3.10 -1.01
C: 1.62 -2.39 -2.12
S: 0.07 -1.60 -2.46
S: 2.96 -2.18 -3.21
S: 0.59 -3.33 0.21
O: 2.16 -0.39 0.11
S: 2.08 1.10 -0.07
O: 2.23 1.87 1.13
N: 0.66 1.13 -0.78
C: -0.23 2.21 -0.77
C: 0.10 3.53 -0.61
C: -0.91 4.52 -0.62
C: -2.22 4.19 -0.82
C: -2.57 2.83 -1.01
C: -3.88 2.39 -1.31
C: -4.12 1.07 -1.54
C: -3.08 0.14 -1.40
N: -1.85 0.49 -1.09
C: -1.59 1.83 -0.96
C: 3.27 1.65 -1.21
C: 3.11 1.35 -2.56
C: 4.06 1.82 -3.45
C: 5.12 2.59 -2.99
C: 5.26 2.90 -1.65
C: 4.32 2.43 -0.74
H: 1.13 3.82 -0.47
H: -0.64 5.56 -0.49
H: -2.99 4.94 -0.85
H: -4.68 3.12 -1.37
H: -5.11 0.71 -1.79
H: -3.26 -0.92 -1.53
H: 2.26 0.76 -2.89
H: 3.96 1.59 -4.50
H: 5.86 2.96 -3.70
H: 6.09 3.50 -1.31
H: 4.40 2.66 0.32
C: -0.20 2.34 3.67
N: 0.30 0.96 3.65
C: 1.06 0.42 4.64
C: 1.59 -0.81 4.55
C: 1.36 -1.55 3.34
N: 0.61 -1.00 2.38
C: 0.09 0.21 2.54
O: -0.61 0.65 1.58
N: 1.87 -2.75 3.13
H: 0.04 2.77 4.64
H: -1.27 2.35 3.51
H: 0.29 2.91 2.88
H: 1.22 1.05 5.51
H: 2.19 -1.22 5.35
H: 2.45 -3.18 3.82
H: 1.67 -3.21 2.25
C: -5.24 -3.03 1.09
N: -4.27 -3.38 0.07
C: -4.50 -4.25 -0.99
C: -3.35 -4.32 -1.70
N: -2.45 -3.50 -1.06
C: -3.00 -2.94 0.02
S: -2.29 -1.85 1.14
H: -5.26 -3.79 1.87
H: -6.23 -2.95 0.64
H: -4.96 -2.08 1.53
H: -5.45 -4.74 -1.14
H: -3.10 -4.87 -2.59
H: -1.47 -3.35 -1.32

Calculated values
Frontier orbital gap: 6.635 eV
Total energy: -113329.9292 eV
HOMO level: -9.3431 eV
E_LUMO: -2.7 eV
Net charge: +1
F_max: 0.034 Eh/bohr
Energy above the lowest of the compared OMol25 structures with the same formula, charge and spin: 17.1 kJ/mol